(1)
C26H69Ca2N3O14S | ωB97M-V/def2-TZVPD

## Properties
energy relative to the best compared isomer or geometry (same formula, charge and spin)	1743.11	kJ/mol
charge	+2
2S+1	1
HOMO	-10.275	eV

Geometry as XYZ:
```
115
C26H69Ca2N3O14S, DFT ωB97M-V/def2-TZVPD
Ca 4.609 4.650 -2.106
Ca -4.124 -0.544 -0.342
S 0.479 1.797 -0.864
O 1.081 1.978 -2.173
O 0.250 -5.220 7.240
O 6.888 3.004 -1.059
O 5.049 3.871 -5.048
O 3.981 -4.364 -2.452
O -0.129 4.415 5.474
O -4.462 -7.196 9.184
O -4.294 -3.996 -4.902
O -0.881 2.331 -0.809
O -3.391 7.827 -2.064
O 0.218 0.403 -0.476
O -6.095 0.661 -2.711
O 2.150 8.315 -0.517
O 1.374 2.522 -0.018
N -4.628 -1.225 -4.365
N -1.809 -7.495 7.503
N 6.425 1.746 -3.438
C 0.268 -6.488 6.585
C 7.721 1.503 -2.781
C -6.267 0.517 -4.114
C 0.282 -4.105 6.367
C -3.466 -1.740 -5.090
C 2.383 8.963 0.671
C 7.612 1.781 -1.261
C -3.075 -3.222 -4.681
C 5.388 2.511 -5.539
C -3.879 -8.275 8.415
C 4.562 -5.325 -1.556
C 0.336 5.151 6.657
C -7.224 1.206 -2.073
C -1.152 -6.870 6.338
C -4.664 8.881 -0.284
C -4.220 9.839 -2.616
C -3.233 -7.691 7.203
C -4.546 8.616 -1.798
C 5.907 -5.723 -2.135
C 6.787 3.375 0.303
C 3.862 4.285 -5.672
C 3.642 -6.475 -1.190
C -4.985 0.067 -4.867
C 6.670 1.916 -4.875
C -5.048 -7.651 10.375
C -4.247 -5.265 -4.295
H 1.394 4.913 6.767
H 8.648 1.878 -0.938
H -3.379 10.383 -2.188
H -3.712 -6.724 7.053
H -0.489 -4.181 5.601
H -1.849 -6.798 8.232
H -2.830 -3.315 -3.623
H 7.722 3.392 0.862
H -3.472 -5.848 -4.791
H 3.194 -4.035 -2.012
H -7.027 -0.236 -4.323
H -3.377 7.092 -1.446
H 4.017 4.560 -6.715
H 0.014 -3.194 6.902
H -5.361 8.062 -2.262
H 8.454 2.241 -3.109
H 4.559 1.819 -5.390
H 6.261 -6.588 -1.574
H 3.393 9.057 1.069
H -4.213 0.816 -4.692
H 2.029 9.994 0.679
H -5.288 0.004 -5.912
H 0.087 6.206 6.549
H 5.647 2.439 -6.595
H -4.686 -8.968 8.179
H -5.702 -8.521 10.322
H -8.114 0.681 -2.421
H -2.594 -1.114 -4.903
H -4.993 10.607 -2.649
H -4.249 -7.882 11.080
H 6.732 -5.034 -1.956
H 6.864 0.981 -5.401
H -3.659 -1.694 -6.162
H -3.204 -8.901 8.998
H -5.406 9.656 -0.092
H 6.057 2.835 0.906
H 8.129 0.521 -3.019
H 3.065 3.542 -5.707
H 3.376 -7.079 -2.058
H 6.481 4.421 0.299
H -1.712 -5.962 6.114
H 7.512 2.572 -5.096
H -2.215 -3.603 -5.232
H -7.438 2.267 -2.205
H 4.824 -4.785 -0.647
H 7.173 0.968 -0.683
H 0.874 -6.337 5.691
H 4.096 -7.204 -0.519
H -3.922 9.660 -3.649
H 1.255 -3.942 5.902
H -5.219 -5.743 -4.419
H -1.329 -7.425 5.418
H -5.619 -6.855 10.854
H 1.245 8.434 -0.812
H 1.785 8.423 1.404
H -4.039 -5.197 -3.227
H 0.776 -7.323 7.068
H 3.507 5.145 -5.104
H -3.296 -8.320 6.315
H -5.405 -1.831 -4.588
H -0.244 4.784 7.503
H -6.705 1.423 -4.534
H -3.745 9.300 0.127
H -4.978 8.023 0.310
H 0.494 4.456 4.744
H -6.978 1.070 -1.020
H 2.772 -6.004 -0.732
H 5.847 -6.052 -3.173
H 6.058 0.807 -3.509
```

***

(2)
C26H70AsF6O25S9 | ωB97M-V/def2-TZVPD

## Properties
energy relative to the best compared isomer or geometry (same formula, charge and spin)	0.00	kJ/mol
charge	-1
2S+1	1
HOMO	-7.838	eV

Geometry as XYZ:
```
137
C26H70AsF6O25S9, DFT ωB97M-V/def2-TZVPD
As 0.037 0.136 0.364
S -4.476 -1.388 -2.976
S -4.171 -1.149 3.738
S -3.504 3.375 -0.760
S -0.199 0.704 6.073
S 1.013 5.678 -3.012
S 6.713 -3.511 0.829
S 0.092 -7.184 -3.241
S 5.212 0.994 2.204
S -0.479 0.019 -5.540
F -1.604 0.258 1.023
F 0.512 1.587 1.203
F -0.453 -1.358 -0.409
F 0.624 -0.766 1.808
F 1.639 0.039 -0.341
F -0.584 1.021 -1.035
O -2.134 4.165 -0.439
O -3.113 -1.974 4.694
O -5.105 -0.380 4.537
O 0.919 -6.286 -4.031
O -0.645 -8.156 -3.999
O -1.037 -6.392 -2.345
O -1.833 -0.468 -5.417
O 4.654 2.229 1.695
O 1.819 4.644 -2.067
O 5.600 -3.080 -0.216
O -4.687 -2.072 2.762
O -4.546 4.326 -1.041
O 6.340 0.355 1.584
O -5.544 -1.699 -2.079
O 5.425 1.145 3.816
O -3.810 -2.445 -3.689
O 0.304 6.588 -2.144
O 0.402 4.942 -4.088
O 6.357 -2.972 2.112
O 1.136 0.224 6.618
O 7.096 -4.882 0.612
O -4.891 -0.186 -4.009
O -3.220 2.509 -1.880
O 0.290 -0.380 -6.686
O -0.389 1.617 -5.439
C 4.423 1.824 4.551
C -2.943 -0.094 2.928
C -0.898 3.413 -0.516
C -5.995 1.760 -2.999
C 2.546 3.576 -2.663
C -2.732 2.330 -4.941
C 3.962 -0.266 2.204
C -6.143 0.445 -3.762
C -1.250 2.273 -4.479
C -0.682 -5.106 -1.846
C 4.140 1.067 5.883
C -0.012 4.103 0.515
C -0.516 2.229 7.017
C -1.984 -4.489 -1.319
C 2.483 6.542 -3.675
C -3.648 -3.084 5.387
C 0.150 1.534 4.511
C 3.326 -3.022 -1.036
C 8.072 -2.401 0.174
C 4.245 -3.569 0.046
C -4.288 -2.686 6.734
C 0.499 -0.503 -4.089
C -3.768 2.391 0.715
C -3.170 -0.445 -2.080
C 1.013 -7.929 -1.842
C 2.653 2.337 -1.771
H -5.591 1.625 -1.996
H -3.596 -0.215 -1.104
H 1.847 -8.532 -2.195
H 0.696 0.851 3.855
H -6.600 0.740 -4.707
H 4.899 2.724 4.943
H 3.099 5.751 -4.099
H 0.099 5.171 0.366
H -5.338 2.425 -3.554
H 7.915 -2.195 -0.882
H -1.306 1.733 -3.533
H 3.207 1.482 6.262
H 2.132 3.231 -3.615
H -0.922 3.302 -4.376
H 3.468 1.717 -2.144
H 2.305 -3.081 -0.658
H -3.354 0.911 2.966
H -0.471 3.764 1.444
H 3.549 3.896 -2.964
H -0.746 1.801 3.951
H -2.837 0.483 -2.536
H -4.351 -3.752 4.889
H -6.893 -0.149 -3.240
H -0.566 3.372 -1.554
H -2.912 1.600 -5.728
H 4.290 -4.654 0.112
H -2.744 -3.600 5.716
H -6.974 2.202 -2.805
H -2.582 -5.098 -0.633
H 1.467 -7.123 -1.265
H 9.051 -2.854 0.313
H -4.565 1.744 0.351
H -3.950 2.994 1.600
H -2.762 -4.423 -2.088
H 3.486 1.975 4.020
H -0.620 1.849 8.032
H -0.414 -4.484 -2.700
H 2.061 7.061 -4.534
H 1.740 1.762 -1.920
H -5.000 -1.882 6.566
H 0.942 3.573 0.445
H 8.019 -1.494 0.771
H 3.390 -3.660 -1.918
H -2.853 1.814 0.847
H -3.400 2.124 -4.110
H -2.934 3.295 -5.408
H 2.750 2.513 -0.702
H 0.034 -5.010 -1.029
H -2.786 -0.467 1.920
H -2.267 -1.039 -1.953
H 0.377 2.853 7.000
H 1.437 0.047 -4.100
H 4.458 -1.220 2.364
H -1.347 2.778 6.578
H 3.965 -0.010 5.848
H 5.004 1.172 6.538
H 3.969 -3.108 0.996
H 0.853 2.361 4.619
H -1.021 2.372 -0.205
H -4.729 -3.589 7.157
H 3.490 -0.317 1.220
H -2.023 -0.148 3.505
H -0.083 -0.228 -3.210
H 3.560 -1.999 -1.319
H 0.332 -8.461 -1.184
H 3.160 0.048 2.868
H 2.945 7.064 -2.847
H -1.951 -3.477 -0.916
H 0.709 -1.566 -4.159
H -3.462 -2.402 7.387
```